# 1
Below is an isolated ion of composition C8H9N4 and charge +1 in a non-equilibrium geometry, with properties calculated with ωB97M-V/def2-TZVPD.

Structure (XYZ):
```
21
Properties=species:S:1:pos:R:3:mulliken_charge:R:1
C -0.707 0.011 1.734 0.855
C 1.504 0.722 -1.082 -0.210
H -1.493 0.781 1.691 0.415
H 1.652 0.936 -2.121 0.471
N 1.697 0.325 1.056 -0.065
C 2.408 0.593 -0.075 -0.587
H 2.088 0.180 1.979 0.249
H 3.476 0.670 -0.085 0.437
N -1.768 -2.292 1.150 -0.352
C 0.392 0.296 0.755 0.070
H -0.902 1.386 -2.031 0.377
H -2.021 -0.708 -2.714 0.361
C -0.961 0.543 -1.338 -0.563
N 0.285 -0.066 4.134 -0.324
H -0.275 -0.921 -2.782 0.356
N 0.258 0.536 -0.551 0.200
H -1.204 -1.611 -1.444 0.297
C -0.176 -0.031 3.093 -0.371
C -1.117 -0.761 -2.114 -0.998
H -1.817 0.693 -0.679 0.276
C -1.318 -1.283 1.423 0.108
```

The calculation puts the energy relative to the best compared isomer or geometry (same formula, charge and spin) at 19.4 kcal/mol. Its LUMO energy is -3.698 eV. Its HOMO energy is -0.5453 Eh. As for the net charge: +1.


# 2
Below is a single C10H10BrN3S molecule in a non-equilibrium geometry, with properties calculated with ωB97M-V/def2-TZVPD.

Structure (XYZ):
```
25
Properties=species:S:1:pos:R:3:mulliken_charge:R:1
C 1.471 3.305 -2.471 0.118
S -0.416 0.860 -0.226 -0.147
N 2.011 2.196 -2.870 -0.794
H -0.005 3.990 0.283 0.318
C 0.586 1.709 -1.358 0.296
H -1.938 -2.596 -0.557 0.363
C -1.683 -3.469 1.379 -0.543
C -0.931 -3.499 2.540 -0.407
H 1.377 -1.156 1.722 0.462
H 1.708 4.280 -2.843 0.388
C -0.279 3.991 -0.774 -0.834
C 0.520 -1.804 1.619 -0.199
H -0.141 4.989 -1.184 0.308
N 0.543 3.067 -1.499 0.112
C -0.237 -1.781 0.453 0.422
C -1.343 -2.615 0.344 -0.579
N 1.461 1.187 -2.177 -0.149
H -0.355 -1.110 -1.588 0.401
C 0.165 -2.660 2.644 -0.065
C 0.130 -0.846 -0.649 -0.796
H -1.191 -4.161 3.351 0.406
H -2.541 -4.117 1.284 0.375
Br 1.210 -2.684 4.238 -0.196
H 1.207 -0.776 -0.801 0.429
H -1.328 3.700 -0.859 0.313
```

The calculation puts the energy relative to the best compared isomer or geometry (same formula, charge and spin) at 0.0 kcal/mol. Its LUMO energy is 0.551 eV. Its HOMO energy is -0.3157 Eh.


# 3
Below is an isolated ion of composition C11H16N3O and charge +1 in a non-equilibrium geometry, with properties calculated with ωB97M-V/def2-TZVPD.

Structure (XYZ):
```
31
Properties=species:S:1:pos:R:3:mulliken_charge:R:1
C -3.388 1.706 0.678 -0.953
C 2.399 -0.361 -0.570 0.759
H -1.345 -1.646 1.311 0.408
C -2.057 -0.826 1.215 -1.648
H 3.247 -2.263 -0.314 0.317
H 3.692 2.326 1.031 0.388
C -3.079 -1.272 -1.041 -1.558
C 2.518 0.971 -0.030 -0.227
C 4.532 -0.839 0.428 -0.484
H -3.156 -0.893 -2.105 0.368
H -2.261 1.505 -1.136 0.378
H -3.049 2.819 0.459 0.303
H 1.602 1.473 0.118 0.472
H -2.428 -2.198 -1.080 0.364
C 3.461 -1.211 -0.273 -0.376
O -0.147 1.175 -1.580 -0.621
H -1.451 -0.067 1.740 0.460
C 0.005 0.016 -1.265 0.357
H -3.074 -0.858 1.641 0.362
N -2.714 0.980 -0.408 0.026
N 1.271 -0.701 -1.269 -0.055
H -3.362 1.334 1.635 0.434
N -0.842 -0.873 -0.806 -0.544
H 0.951 -1.641 -1.503 0.351
H 5.273 -1.522 0.768 0.420
H 5.530 0.797 1.575 0.307
H -4.484 1.701 0.312 0.344
C 4.739 0.481 0.804 -0.301
C -2.103 -0.327 -0.214 1.068
C 3.726 1.399 0.545 -0.633
H -4.007 -1.185 -0.664 0.515
```

The calculation puts the energy relative to the best compared isomer or geometry (same formula, charge and spin) at 120.5 kcal/mol. Its LUMO energy (spin up / spin down) is -6.011 / -6.284 eV. Its HOMO energy (spin up / spin down) is -0.4509 / -0.4504 Eh. As for the net charge: +1.


# 4
Below is C11H18AlIO2PS as an isolated structure, with properties calculated with ωB97M-V/def2-TZVPD.

Structure (XYZ):
```
35
Properties=species:S:1:pos:R:3:mulliken_charge:R:1
C -1.990 -2.148 -1.238 -0.292
H 1.719 -0.226 1.608 0.312
C 2.086 0.781 1.366 -0.774
S -3.344 2.476 0.556 -0.518
H 3.826 -2.200 0.582 0.289
H -1.043 0.372 -2.076 0.532
C -0.100 0.361 -1.517 -0.694
H -3.759 -3.308 -1.580 0.344
H -4.761 -2.771 0.623 0.370
H -3.531 -1.286 2.202 0.358
H 4.303 0.231 -0.964 0.313
Al 0.226 2.037 -0.461 -0.116
C -1.297 -1.327 -0.342 -0.129
H 1.268 2.751 1.768 0.515
H 4.460 0.047 0.785 0.331
H 0.148 1.430 2.047 0.396
C 0.941 1.780 1.379 -0.779
H 0.709 0.249 -2.246 0.252
H 3.646 -1.979 -1.160 0.293
H -1.543 -2.362 -2.201 0.418
H -2.087 3.870 -1.562 0.026
C 3.779 -0.099 -0.065 -0.419
O -0.073 -0.836 -0.680 -0.261
C 3.366 -1.574 -0.185 -0.698
C -3.098 -1.546 1.242 -0.657
P -1.765 3.362 -0.287 0.052
C -3.792 -2.370 0.357 -0.429
O 2.681 0.774 0.073 -0.232
H 2.878 1.029 2.092 0.496
H 2.281 -1.647 -0.106 0.027
C -3.227 -2.668 -0.881 -0.446
H -1.447 4.567 0.376 0.031
H -1.321 -0.356 1.559 0.256
C -1.859 -1.023 0.895 0.256
I 1.719 3.608 -1.958 -0.422
```

Its LUMO energy is 2.760 eV. Its HOMO energy is -0.1625 Eh. As for the net charge: -1.


# 5
Below is a single C4H7N2OP molecule in a non-equilibrium geometry, with properties calculated with ωB97M-V/def2-TZVPD.

Structure (XYZ):
```
15
Properties=species:S:1:pos:R:3:mulliken_charge:R:1
C -2.393 -0.572 -0.253 0.045
N 2.106 -0.721 1.193 -0.639
C -2.373 0.714 0.035 -0.512
H -3.212 1.321 0.340 0.375
N 2.085 -0.119 -1.503 -0.515
C -1.052 1.261 0.299 -0.064
H -3.274 -1.218 -0.226 0.367
H 1.683 -1.643 1.133 0.286
H 1.809 -0.268 2.102 0.259
O -1.270 -1.250 -0.383 -0.475
H 1.878 -1.065 -1.630 0.222
H 2.997 0.235 -1.817 0.254
C -0.004 0.477 0.061 0.062
P 1.762 0.529 0.069 0.048
H -0.743 2.320 0.580 0.288
```

As for the multiplicity: 3. The calculation puts the energy relative to the best compared isomer or geometry (same formula, charge and spin) at 19.5 kcal/mol. As for the expectation value of S²: 2.0519. Its LUMO energy (spin up / spin down) is 0.958 / -1.963 eV. Its HOMO energy (spin up / spin down) is -0.2461 / -0.3304 Eh.